The following is a DFT calculation (the ωB97M-V functional and the def2-TZVPD basis) of a molecular structure, C36H37NP2PdS at a distorted geometry.

Geometry as ORCA input:
```
! wB97M-V def2-TZVPD RIJCOSX def2/J DEFGRID3
* xyz 2 5
Pd -3.5189 1.1939 1.8075
C -5.9676 -3.0422 2.8368
C -4.7570 -2.4823 2.6767
C -3.8055 -2.9022 1.5902
C -3.6731 -2.0378 0.3115
C -4.8951 -1.3037 -0.1724
C -6.1467 -1.8047 0.0093
C -6.4619 -3.2533 0.2569
C -6.7104 -3.6899 1.7331
C -4.8251 2.2810 0.8227
H -6.5350 -2.9100 3.7853
H -4.3534 -1.5812 3.2422
H -4.0246 -3.9369 1.2444
H -2.8079 -2.8719 2.0682
H -2.8052 -1.3687 0.3643
H -3.3963 -2.7358 -0.5076
H -4.7298 -0.4536 -0.8387
H -7.0132 -1.1914 -0.3204
H -5.8195 -3.9650 -0.2748
H -7.4035 -3.4216 -0.2738
H -7.7987 -3.6440 1.8858
H -6.4071 -4.7220 1.8367
H -5.3633 2.6741 1.7569
H -5.5459 1.7786 0.1350
H -4.1689 3.0673 0.2953
P 3.1903 0.6597 0.6818
P 2.6646 1.7020 -1.5869
C 3.6858 -0.5308 -0.6448
C 3.4837 0.0640 -1.8524
C 4.7802 0.6065 1.5965
C 5.6233 -0.5202 1.5664
C 6.7147 -0.6204 2.4164
C 6.9846 0.4030 3.3314
C 6.1978 1.5752 3.3231
C 5.1272 1.7010 2.4267
C 1.9084 -0.0262 1.7806
C 0.5608 -0.1006 1.3314
C -0.3548 -0.8837 2.0390
C 0.0587 -1.6733 3.1219
C 1.3564 -1.4979 3.6116
C 2.2246 -0.5815 3.0269
C 3.6783 2.6449 -2.8373
C 5.0302 2.8820 -2.5142
C 5.9556 3.0953 -3.5440
C 5.5541 3.0295 -4.8896
C 4.1925 2.9034 -5.1828
C 3.2460 2.8403 -4.1554
C 1.1694 1.3445 -2.5150
C 0.2773 2.4252 -2.7336
C -0.7168 2.3077 -3.7020
C -0.8436 1.1328 -4.4651
C 0.0339 0.0727 -4.2112
C 0.9543 0.1334 -3.1681
H 4.1966 -1.4870 -0.4564
H 3.7192 -0.3379 -2.8469
H 5.4462 -1.3427 0.8858
H 7.3421 -1.5114 2.3700
H 7.7882 0.2872 4.0637
H 6.4040 2.3938 4.0302
H 4.5380 2.6300 2.3750
H 0.2575 0.4246 0.4208
H -1.4127 -0.9057 1.7276
H -0.6282 -2.4066 3.5603
H 1.6907 -2.1130 4.4467
H 3.1677 -0.3377 3.5083
H 5.3701 2.8284 -1.4758
H 7.0081 3.2665 -3.3088
H 6.3026 3.0996 -5.6946
H 3.8706 2.8266 -6.2205
H 2.1800 2.8546 -4.3929
H 0.4207 3.3473 -2.1572
H -1.4015 3.1563 -3.8743
H -1.6241 1.0601 -5.2277
H -0.0193 -0.8199 -4.8350
H 1.5423 -0.7412 -2.9154
S -8.0095 0.9002 2.4507
C -6.5544 0.2412 2.5191
N -5.3991 -0.0783 2.5248
*
```

<S²>   6.036
Lowest unoccupied orbital energy (spin up / spin down)   -5.717 / -8.401 eV
Largest force on an atom   3.09 eV Å⁻¹
Gap between HOMO and LUMO (spin up / spin down)   6.6 / 4.8 eV
HOMO (spin up / spin down)   -12.2841 / -13.2099 eV
Relative energy (zero: lowest compared OMol25 entry of this formula, charge and spin)   107.9 kJ/mol

***

The following is a DFT calculation (the ωB97M-V functional and the def2-TZVPD basis) of a molecular structure, C36H37NP2PtSe at a distorted geometry.

Geometry as ORCA input:
```
! wB97M-V def2-TZVPD RIJCOSX def2/J DEFGRID3
* xyz 0 3
Pt 0.9958 -1.0476 3.0170
C -2.4257 -0.2113 5.8721
C -2.6962 -0.3728 4.5548
C -3.0140 0.7379 3.5291
C -1.9396 1.7649 2.9135
C -0.6783 2.1139 3.6194
C -0.5411 2.3459 4.9261
C -1.6526 2.4064 5.8842
C -2.0224 1.0651 6.5881
C 2.6520 0.0080 3.2223
H -2.3099 -1.0953 6.5292
H -2.1758 -1.1987 4.0349
H -3.8450 1.4092 3.8672
H -3.3097 0.1650 2.6181
H -1.6469 1.4833 1.8796
H -2.5355 2.6969 2.7637
H 0.1747 2.2362 2.9208
H 0.4761 2.2625 5.3301
H -2.5976 2.6904 5.4187
H -1.3673 3.1135 6.6786
H -1.2647 0.7811 7.3366
H -2.9588 1.2487 7.1323
H 3.0849 -0.9617 3.4291
H 2.5623 0.6707 4.1111
H 3.0482 0.4439 2.3304
P -0.2738 -1.6458 -2.3627
P 1.3687 0.4769 -2.5664
C -1.1914 -0.1270 -2.9512
C -0.3270 0.8709 -3.2585
C -0.6236 -2.9656 -3.5845
C -1.8020 -2.9204 -4.3466
C -2.0964 -3.9332 -5.2640
C -1.2200 -5.0059 -5.4339
C -0.0506 -5.0777 -4.6645
C 0.2525 -4.0718 -3.7485
C -1.0815 -2.0985 -0.8110
C -0.7309 -1.3667 0.3515
C -1.2664 -1.6983 1.5759
C -2.3575 -2.5844 1.6311
C -2.7344 -3.2873 0.4753
C -2.0802 -3.0763 -0.7381
C 2.3118 0.9452 -4.1279
C 2.2036 0.0438 -5.2047
C 2.7638 0.3742 -6.4313
C 3.5084 1.5515 -6.5703
C 3.6802 2.4036 -5.4763
C 3.1331 2.0782 -4.2343
C 1.7527 1.8248 -1.4327
C 3.0085 1.8772 -0.7753
C 3.3651 3.0238 -0.0695
C 2.4805 4.1103 0.0121
C 1.2253 4.0282 -0.5932
C 0.8435 2.8735 -1.2780
H -2.2792 -0.0583 -3.0856
H -0.5408 1.7062 -3.9015
H -2.4883 -2.0873 -4.1963
H -3.0347 -3.8788 -5.8208
H -1.4567 -5.7789 -6.1585
H 0.6116 -5.9409 -4.7721
H 1.1554 -4.1497 -3.1397
H -0.0027 -0.5588 0.3025
H -0.7876 -1.2418 2.5574
H -2.9103 -2.6906 2.5669
H -3.5534 -4.0062 0.5287
H -2.3563 -3.6461 -1.6283
H 1.7083 -0.9184 -5.0622
H 2.6484 -0.3264 -7.2523
H 3.9872 1.7653 -7.5255
H 4.2860 3.2998 -5.5649
H 3.3936 2.6762 -3.3573
H 3.7050 1.0385 -0.8379
H 4.3425 3.0792 0.4099
H 2.7543 5.0150 0.5551
H 0.5213 4.8588 -0.5568
H -0.1377 2.7951 -1.7454
Se 1.0628 -1.1628 7.8724
C 0.6790 -0.6631 6.1854
N 0.6172 -0.5049 4.9975
*
```

<S²>   2.006
Lowest unoccupied orbital energy (spin up / spin down)   -0.355 / -2.770 eV
Largest force on an atom   3.51 eV Å⁻¹
Gap between HOMO and LUMO (spin up / spin down)   6.4 / 4.0 eV
HOMO (spin up / spin down)   -6.8018 / -6.8027 eV
Relative energy (zero: lowest compared OMol25 entry of this formula, charge and spin)   246.4 kJ/mol

***

The following is a DFT calculation (the ωB97M-V functional and the def2-TZVPD basis) of a molecular structure, C36H38BrN4S5Ti at a distorted geometry.

Geometry as ORCA input:
```
! wB97M-V def2-TZVPD RIJCOSX def2/J DEFGRID3
* xyz -1 3
Ti -0.4245 -0.3359 0.7389
C 0.5330 2.1025 2.4729
C 0.6392 0.8544 3.3164
N -0.4230 -0.1375 2.9670
C -1.7397 0.2699 3.4367
C -2.3859 1.4153 2.6249
N -2.3335 1.2868 1.1523
C -2.0527 2.5484 0.3888
C -0.5737 2.8459 0.4149
N 0.3037 1.8361 1.0317
H 1.4983 2.6367 2.5752
H -0.2489 2.6406 3.0080
H 0.6941 1.0414 4.3948
H 1.5708 0.3530 3.1299
H -0.1877 -1.0442 3.3823
H -2.3867 -0.6369 3.4887
H -1.6815 0.6909 4.4392
H -2.0270 2.3577 2.9976
H -3.4559 1.5430 2.9362
H -3.2517 0.9161 0.8879
H -2.5315 3.4567 0.8293
H -2.4652 2.4043 -0.6216
H -0.4611 3.7588 1.0065
H -0.3590 3.0758 -0.6343
H 1.1839 1.7913 0.4607
Br 0.3222 -3.5125 3.0524
C -1.6450 -3.1672 2.9202
C -2.3595 -3.7335 3.9411
C -3.6898 -4.2616 3.7750
C -4.2296 -4.0199 2.5678
C -3.5662 -3.2845 1.5444
C -4.3542 -2.8423 0.4275
C -3.7909 -2.1510 -0.5810
C -2.4407 -1.7637 -0.5521
C -1.7516 -1.8607 0.6743
C -2.2931 -2.7216 1.6728
H -1.7476 -4.0497 4.7960
H -4.0789 -4.8565 4.6013
H -5.2440 -4.4006 2.3227
H -5.3893 -3.2765 0.4206
H -4.4279 -1.8247 -1.4102
H -2.0833 -1.1925 -1.3749
C 1.1649 6.6057 -8.0889
S 0.8333 4.8228 -7.9442
C -0.3504 4.7547 -6.6788
C -0.2782 5.4324 -5.4248
S 0.7779 6.6062 -4.9873
S -1.6436 4.9877 -4.3436
C -2.4785 3.9167 -5.3946
S -3.9210 3.2879 -4.9482
S -1.6227 3.6678 -6.9375
H 1.0869 6.7861 -9.1702
H 2.2588 6.7586 -7.8759
H 0.5811 7.1577 -7.4057
C 3.5478 -5.9449 0.9302
C 2.2333 -5.9188 0.5057
C 1.6488 -4.7114 0.1203
C 2.2750 -3.4444 0.1935
C 3.6031 -3.4544 0.4647
C 4.2154 -4.6600 0.9163
C 1.4443 -2.3033 -0.0392
C 1.5096 -1.0805 0.5299
C 2.7544 -0.3806 0.8048
C 3.4421 -0.4749 2.0481
C 4.6514 0.1246 2.2826
C 5.3038 0.7667 1.2469
C 4.6655 0.9130 -0.0021
C 3.4414 0.3676 -0.2156
H 4.0490 -6.8546 1.2429
H 1.5629 -6.8086 0.4163
H 0.5866 -4.7576 -0.0481
H 4.2401 -2.5814 0.4245
H 5.2548 -4.7133 1.2441
H 0.6159 -2.6240 -0.6788
H 3.0154 -1.1095 2.8443
H 5.0545 0.0960 3.2906
H 6.3501 1.0529 1.3867
H 5.2043 1.4696 -0.7839
H 2.8962 0.4688 -1.1287
C -0.7970 1.3610 -3.5233
C -0.5724 0.7755 -2.2339
N -0.4660 0.3980 -1.1339
H -1.8788 1.2047 -3.7020
H -0.2504 0.7966 -4.2456
H -0.6742 2.4912 -3.5801
*
```

<S²>   2.033
Lowest unoccupied orbital energy (spin up / spin down)   1.910 / 1.905 eV
Largest force on an atom   3.66 eV Å⁻¹
Gap between HOMO and LUMO (spin up / spin down)   5.0 / 5.7 eV
HOMO (spin up / spin down)   -3.0555 / -3.7542 eV
Relative energy (zero: lowest compared OMol25 entry of this formula, charge and spin)   173.3 kJ/mol